Entry 1:
{"formula": "C2H3InLiO", "method": "wB97M-V/def2-TZVPD", "charge": 1, "homo_lumo_gap_ha": [0.23225, 0.17371], "e_tot_ev": -9537.82155, "max_force_ev_per_a": 4.1, "symbols": ["C", "C", "O", "Li", "H", "H", "In", "H"], "xyz": [[1.579, 0.543, -2.349], [0.804, 0.092, -1.402], [0.320, -0.428, -0.460], [3.298, -2.499, -2.863], [1.167, 0.808, -3.311], [2.380, 1.374, -2.088], [1.605, -2.884, -5.608], [2.801, -0.869, -2.799]], "forces_ev_per_a": [[2.047, 3.068, -0.873], [-1.048, -1.280, 3.722], [0.793, 1.025, -2.492], [0.339, -0.271, 0.276], [-0.217, -0.500, -0.190], [-1.643, -2.073, -0.025], [0.031, 0.209, 0.110], [-0.302, -0.178, -0.529]]}

Entry 2:
{"formula": "C21H35N4O2", "method": "wB97M-V/def2-TZVPD", "charge": 1, "homo_lumo_gap_ha": 0.32857, "smiles": "CCCCCN1NC(NCCCCCOCC)=[N+]=C1COc1ccccc1", "e_tot_ev": -32392.92119, "max_force_ev_per_a": 2.1, "symbols": ["C", "C", "C", "C", "C", "N", "N", "C", "N", "C", "C", "C", "C", "C", "O", "C", "C", "N", "C", "C", "O", "C", "C", "C", "C", "C", "C", "H", "H", "H", "H", "H", "H", "H", "H", "H", "H", "H", "H", "H", "H", "H", "H", "H", "H", "H", "H", "H", "H", "H", "H", "H", "H", "H", "H", "H", "H", "H", "H", "H", "H", "H"], "xyz": [[-2.287, 2.581, -0.681], [-2.817, 2.601, -2.139], [-3.394, 1.256, -2.633], [-2.447, 0.054, -2.495], [-1.326, 0.029, -3.583], [-0.016, 0.092, -2.919], [0.380, 1.281, -2.408], [1.589, 1.019, -1.824], [2.217, 2.007, -1.189], [3.496, 1.788, -0.497], [3.368, 2.387, 0.931], [2.034, 1.898, 1.571], [2.147, 1.593, 3.095], [1.007, 2.180, 3.951], [-0.011, 1.257, 4.288], [0.409, 0.264, 5.214], [-0.611, 0.004, 6.314], [1.942, -0.248, -1.986], [0.927, -0.796, -2.682], [0.878, -2.237, -3.133], [1.320, -3.086, -2.103], [0.316, -3.811, -1.484], [-0.932, -3.302, -1.213], [-1.908, -4.071, -0.628], [-1.651, -5.378, -0.287], [-0.392, -5.878, -0.538], [0.576, -5.110, -1.130], [-2.609, 1.712, -0.100], [-1.189, 2.614, -0.616], [-2.624, 3.493, -0.179], [-2.060, 3.015, -2.826], [-3.644, 3.319, -2.173], [-3.750, 1.412, -3.660], [-4.286, 1.041, -2.031], [-1.977, 0.076, -1.505], [-3.043, -0.863, -2.543], [-1.414, -0.834, -4.241], [-1.387, 0.926, -4.212], [-0.078, 2.179, -2.427], [1.805, 2.926, -1.169], [4.281, 2.273, -1.083], [3.676, 0.719, -0.372], [3.281, 3.476, 0.829], [4.209, 2.101, 1.565], [1.259, 2.666, 1.452], [1.690, 0.977, 1.083], [2.164, 0.505, 3.217], [3.102, 1.986, 3.461], [0.524, 3.046, 3.482], [1.449, 2.555, 4.891], [0.531, -0.681, 4.657], [1.390, 0.497, 5.652], [-0.871, 0.898, 6.890], [-1.513, -0.490, 5.943], [-0.134, -0.685, 7.025], [1.609, -2.317, -3.952], [-0.092, -2.509, -3.558], [-1.158, -2.267, -1.464], [-2.893, -3.652, -0.439], [-2.409, -6.005, 0.169], [-0.197, -6.912, -0.269], [1.544, -5.573, -1.307]], "forces_ev_per_a": [[0.200, 0.451, -0.245], [-0.199, -0.160, 0.399], [0.111, 0.349, 0.345], [-0.184, 0.167, -0.618], [-0.600, 0.392, 0.759], [-1.366, -0.178, -1.533], [1.656, -0.332, 0.792], [-0.685, 1.405, 0.055], [0.742, -0.997, -0.212], [-0.043, 0.668, 0.991], [-1.196, -0.190, -0.654], [0.286, -0.215, 0.750], [-0.143, 0.305, -0.556], [0.408, -0.019, 0.713], [-0.018, 0.238, -0.033], [-0.180, -0.700, -0.157], [0.316, -0.115, 0.300], [-0.187, -0.409, -0.262], [0.408, 0.119, 0.621], [0.823, 0.334, -0.295], [-0.478, -0.050, -0.229], [0.090, -0.113, -0.003], [-0.121, 1.328, -0.405], [-0.877, 0.038, 0.245], [-0.252, -0.230, 0.194], [-0.351, -0.822, 0.377], [1.170, -0.757, -0.053], [-0.119, 0.159, -0.117], [-0.190, -0.150, -0.012], [0.025, -0.273, 0.113], [-0.121, -0.200, 0.041], [0.179, -0.071, -0.141], [0.117, -0.353, 0.078], [0.137, 0.072, -0.100], [-0.083, -0.045, -0.135], [0.232, 0.056, -0.057], [0.372, 0.007, 0.198], [0.009, -0.196, 0.028], [-0.642, -0.401, -0.359], [0.044, -0.068, 0.028], [0.104, -0.295, 0.179], [-0.102, 0.093, -0.500], [0.514, -0.111, 0.267], [0.076, 0.197, -0.273], [0.082, -0.215, -0.215], [-0.015, 0.256, -0.078], [0.107, 0.208, 0.204], [-0.157, -0.082, 0.026], [0.043, -0.281, -0.121], [-0.097, -0.019, -0.162], [0.144, 0.159, 0.127], [-0.197, 0.217, -0.081], [-0.015, -0.023, -0.297], [0.078, 0.261, -0.030], [-0.170, 0.046, -0.133], [-0.078, 0.001, 0.178], [0.007, 0.017, 0.312], [-0.001, -0.124, 0.060], [0.169, 0.038, -0.030], [0.045, 0.125, -0.053], [0.202, 0.153, -0.093], [-0.034, 0.337, -0.134]]}

Entry 3:
{"formula": "C28H25Br2O7", "method": "wB97M-V/def2-TZVPD", "charge": -1, "homo_lumo_gap_ha": 0.17580, "e_tot_ev": -183859.85931, "e_above_lowest_ev": 0.000, "max_force_ev_per_a": 2.7, "symbols": ["C", "O", "C", "C", "C", "C", "C", "C", "C", "O", "O", "C", "C", "C", "O", "C", "O", "C", "C", "H", "H", "H", "H", "H", "H", "H", "H", "H", "H", "H", "H", "H", "H", "H", "C", "O", "C", "C", "C", "C", "C", "C", "C", "C", "Br", "C", "O", "C", "Br", "C", "C", "C", "H", "H", "H", "H", "H", "H", "H", "H", "H", "H"], "xyz": [[-6.388, -3.795, 1.396], [-5.671, -2.581, 1.707], [-4.538, -2.297, 1.006], [-3.919, -1.051, 1.283], [-2.787, -0.676, 0.582], [-2.232, -1.533, -0.377], [-0.936, -1.131, -1.075], [0.247, -1.669, -0.401], [0.627, -3.046, -0.619], [0.099, -3.785, -1.431], [1.672, -3.521, 0.148], [1.825, -2.868, 1.424], [0.634, -3.137, 2.342], [3.138, -3.383, 2.023], [2.011, -1.459, 1.207], [1.018, -0.849, 0.477], [0.845, 0.350, 0.623], [-2.805, -2.780, -0.616], [-3.960, -3.173, 0.052], [-7.264, -3.742, 2.040], [-6.688, -3.822, 0.340], [-5.790, -4.683, 1.638], [-4.350, -0.408, 2.045], [-2.296, 0.279, 0.784], [-0.942, -1.519, -2.102], [-0.848, -0.041, -1.048], [-0.311, -2.766, 1.916], [0.562, -4.220, 2.508], [0.810, -2.647, 3.309], [3.958, -3.184, 1.325], [3.335, -2.874, 2.971], [3.050, -4.459, 2.189], [-2.319, -3.462, -1.317], [-4.401, -4.151, -0.151], [6.161, 2.945, -2.849], [5.057, 2.255, -3.474], [3.801, 2.555, -3.059], [3.520, 3.469, -2.011], [2.250, 3.517, -1.474], [1.209, 2.662, -1.950], [-0.061, 2.550, -1.338], [-0.408, 3.058, -0.067], [-1.744, 3.503, 0.214], [-2.154, 3.836, 1.472], [-3.913, 4.408, 1.822], [-1.261, 3.654, 2.658], [-1.668, 3.717, 3.820], [0.152, 3.338, 2.312], [1.367, 3.124, 3.735], [0.518, 3.074, 1.027], [1.478, 1.908, -3.135], [2.734, 1.848, -3.675], [7.041, 2.491, -3.305], [6.121, 4.018, -3.075], [6.177, 2.797, -1.760], [4.323, 4.084, -1.591], [2.052, 4.219, -0.663], [-0.852, 2.078, -1.925], [-2.438, 3.581, -0.620], [1.550, 2.800, 0.839], [0.644, 1.368, -3.586], [2.958, 1.230, -4.542]], "forces_ev_per_a": [[0.562, 0.880, 0.237], [-0.710, -0.710, 0.023], [1.134, 0.062, -0.760], [-0.560, -0.826, -0.146], [0.007, -0.379, -0.167], [0.452, 0.234, -0.161], [-0.784, 0.058, -0.359], [2.013, -1.333, 1.147], [-0.801, 1.899, 0.141], [0.214, -0.658, -0.214], [0.169, -0.207, 0.864], [0.453, 0.403, -0.792], [-0.103, -0.067, 0.084], [-0.399, 0.136, -0.308], [0.159, -0.602, 0.490], [-1.222, -0.928, -0.986], [0.391, 0.854, 0.316], [0.022, 0.164, -0.030], [-0.579, 0.554, 0.799], [0.004, -0.182, -0.119], [0.073, 0.017, 0.171], [-0.088, 0.144, -0.055], [-0.017, -0.083, -0.104], [-0.142, -0.222, -0.013], [-0.172, 0.293, -0.014], [-0.118, -0.091, -0.265], [0.412, -0.149, 0.131], [-0.050, 0.241, -0.055], [-0.046, -0.078, -0.244], [-0.184, -0.037, 0.126], [-0.047, -0.067, -0.120], [0.071, 0.103, 0.005], [-0.138, 0.248, 0.173], [0.117, 0.314, 0.074], [-0.487, -0.312, -0.356], [0.151, 0.590, 0.177], [-0.603, -0.030, 0.623], [0.606, -0.561, -0.598], [-0.798, -0.444, -0.104], [1.714, -0.169, -0.727], [-1.171, 1.348, 1.873], [0.252, -0.477, -1.289], [-0.915, -0.302, 0.723], [0.953, -0.462, -0.518], [0.053, 0.020, -0.052], [-0.139, -0.119, 0.937], [0.355, 0.137, -1.287], [-0.743, -0.036, -1.149], [-0.077, 0.078, -0.100], [0.789, 0.379, 1.018], [-0.512, 0.450, 0.843], [1.006, 0.287, 0.103], [-0.044, 0.177, 0.152], [0.045, -0.194, 0.037], [-0.080, -0.059, -0.291], [-0.453, -0.230, -0.170], [-0.010, -0.234, -0.275], [0.016, 0.452, -0.021], [0.009, -0.059, 0.160], [-0.285, -0.264, 0.083], [0.324, -0.046, 0.130], [-0.052, 0.093, 0.209]]}

Entry 4:
{"formula": "CH2Cl2O2", "method": "wB97M-V/def2-TZVPD", "homo_lumo_gap_ha": 0.36205, "e_tot_ev": -30204.48566, "e_above_lowest_ev": 5.056, "max_force_ev_per_a": 3.6, "symbols": ["C", "O", "O", "Cl", "Cl", "H", "H"], "xyz": [[-0.670, 0.188, 0.657], [1.551, -0.443, -0.787], [0.800, 0.666, -0.472], [-1.465, -1.001, -0.254], [-1.615, 1.511, 1.124], [-0.012, -0.137, 1.405], [1.411, -0.784, -1.674]], "forces_ev_per_a": [[2.285, 0.396, -2.688], [0.891, -0.816, 1.606], [-2.628, 0.433, 0.911], [-0.214, -0.415, -0.041], [0.181, 0.491, -0.248], [0.507, -0.705, 0.989], [-1.022, 0.615, -0.529]]}